{
  "formula": "C7H9N",
  "method": "the ωB97M-V functional and the def2-TZVPD basis",
  "symbols": ["C", "C", "C", "C", "C", "C", "C", "H", "H", "H", "H", "H", "H", "H", "H", "H", "N"],
  "xyz": [[-0.258, 1.235, 1.551], [1.146, -0.101, -0.095], [0.461, -1.253, 0.523], [-0.831, -1.235, 0.262], [-0.988, 0.020, -0.493], [-0.228, -0.085, -1.926], [1.006, -0.127, -1.635], [0.504, 2.004, 1.895], [-1.369, 1.709, 1.704], [-0.089, 0.398, 2.312], [2.194, 0.171, 0.167], [0.888, -2.242, 0.747], [-1.542, -1.968, 0.600], [-2.059, 0.496, -0.473], [-0.800, 0.143, -2.888], [1.847, -0.047, -2.445], [0.118, 0.881, 0.196]],
  "forces_ev_per_angstrom": [[0.4, 0.9, 2.2], [1.5, 0.8, 0.1], [1.4, -4.5, 0.0], [0.1, 0.1, 0.3], [-1.4, 2.6, -0.9], [-5.5, 1.1, -0.5], [4.5, -0.2, -1.6], [-1.1, -0.5, -0.4], [2.8, -1.3, -0.8], [-0.7, 0.7, -0.9], [-0.9, -0.3, 0.4], [0.4, 0.7, 0.6], [-0.2, -0.1, -0.4], [2.2, -0.6, -0.3], [1.1, -0.7, 1.5], [-1.4, -0.3, 2.1], [-3.2, 1.5, -1.5]],
  "multiplicity": 1,
  "gap_ha": 0.34994,
  "de_lowest_kcal_mol": 99.2,
  "e_lumo_ha": 0.041
}